This record from OMol25 describes a 2-piece molecular cluster, C27H27BNO overall. The level of theory is ωB97M-V with the def2-TZVPD basis set.

Energy ... -1199.64688 Ha
HOMO-LUMO gap ... 6.20 eV
Total charge ... +1

Bonds (Å) are listed after each position.
Element x y z (Å)
1 C 9.35504 9.78222 6.03552  C2 1.502, H11 1.101, H12 1.098, H13 1.098
2 C 9.85334 8.38728 5.78419  C1 1.502, N3 1.361, C10 1.392
3 N 9.07862 7.45480 5.16608  C2 1.361, B4 1.603, C6 1.355
4 B 7.56430 7.74832 4.72934  N3 1.603, H5 1.308, H14 1.217, H15 1.215
5 H 6.94800 6.72027 4.20604  B4 1.308
6 C 9.60833 6.23393 4.91049  N3 1.355, C7 1.487, C8 1.387
7 C 8.79223 5.23523 4.16969  C6 1.487, H16 1.097, H17 1.095, H18 1.097
8 C 10.88374 5.88331 5.32790  C6 1.387, C9 1.390, H19 1.087
9 C 11.67642 6.81737 5.98476  C8 1.390, C10 1.391, H20 1.089
10 C 11.14829 8.08653 6.19840  C2 1.392, C9 1.391, H21 1.092
11 H 10.18542 10.32835 6.50847  C1 1.101
12 H 9.09213 10.29849 5.10291  C1 1.098
13 H 8.49977 9.79718 6.72360  C1 1.098
14 H 6.89990 8.05411 5.70155  B4 1.217
15 H 7.53163 8.60780 3.87153  B4 1.215
16 H 9.36514 4.31546 4.00111  C7 1.097
17 H 7.91375 4.95081 4.75904  C7 1.095
18 H 8.48495 5.61784 3.18840  C7 1.097
19 H 11.22758 4.87339 5.11861  C8 1.087
20 H 12.68335 6.56723 6.31515  C9 1.089
21 H 11.73161 8.86842 6.68966  C10 1.092
22 C 0.07617 5.60271 7.09596  O23 1.443, H43 1.090, H44 1.099, H45 1.097
23 O 1.48500 5.41846 7.35014  C22 1.443, C24 1.358
24 C 2.38520 5.76361 6.39341  O23 1.358, C25 1.418, C42 1.419
25 C 3.74863 5.56296 6.72526  C24 1.418, C26 1.377, H46 1.089
26 C 4.69302 5.54202 5.72314  C25 1.377, C27 1.422, H47 1.090
27 C 4.31771 5.79039 4.37465  C26 1.422, C28 1.440, C41 1.415
28 C 5.24519 5.62541 3.28534  C27 1.440, C29 1.460, C36 1.447
29 C 5.15942 6.26448 1.97589  C28 1.460, C30 1.438, C34 1.395
30 C 5.96968 5.51344 1.05526  C29 1.438, C31 1.386, C35 1.455
31 C 5.89660 5.71981 -0.31333  C30 1.386, C32 1.397, H48 1.090
32 C 5.05384 6.72894 -0.78443  C31 1.397, C33 1.405, H49 1.089
33 C 4.25060 7.47498 0.09379  C32 1.405, C34 1.402, H50 1.093
34 C 4.32399 7.26531 1.47836  C29 1.395, C33 1.402, H51 1.087
35 C 6.54482 4.38719 1.77430  C30 1.455, C36 1.438, C40 1.381
36 C 6.03447 4.42455 3.11816  C28 1.447, C35 1.438, C37 1.391
37 C 6.20173 3.33230 3.96256  C36 1.391, C38 1.394, H52 1.088
38 C 7.04296 2.30179 3.54622  C37 1.394, C39 1.403, H53 1.090
39 C 7.60045 2.30807 2.25879  C38 1.403, C40 1.397, H54 1.084
40 C 7.28610 3.30730 1.33513  C35 1.381, C39 1.397, H55 1.088
41 C 2.97541 6.14327 4.09728  C27 1.415, C42 1.380, H56 1.090
42 C 2.01317 6.16955 5.08604  C24 1.419, C41 1.380, H57 1.093
43 H -0.39163 5.36588 8.05195  C22 1.090
44 H -0.15311 6.63856 6.81101  C22 1.099
45 H -0.27552 4.91058 6.32066  C22 1.097
46 H 3.99431 5.34594 7.76378  C25 1.089
47 H 5.73715 5.34605 5.96552  C26 1.090
48 H 6.44575 5.04526 -0.97038  C31 1.090
49 H 5.00551 6.91633 -1.85603  C32 1.089
50 H 3.56297 8.22139 -0.31242  C33 1.093
51 H 3.73692 7.87907 2.15623  C34 1.087
52 H 5.67007 3.30883 4.91115  C37 1.088
53 H 7.27078 1.49156 4.23828  C38 1.090
54 H 8.27209 1.50911 1.96795  C39 1.084
55 H 7.57023 3.25640 0.28637  C40 1.088
56 H 2.67112 6.32846 3.06742  C41 1.090
57 H 0.97565 6.41742 4.84655  C42 1.093


This record from OMol25 describes a 2-piece molecular cluster, C27H27ClO8P overall. The level of theory is ωB97M-V with the def2-TZVPD basis set.

Energy ... -2447.22483 Ha
HOMO-LUMO gap ... 6.55 eV
Total charge ... -1

Bonds (Å) are listed after each position.
Element x y z (Å)
1 C 7.17249 -1.64998 0.94947  C2 1.672, H33 1.173, H34 1.171, H35 1.188
2 C 6.22747 -2.75527 0.12336  C1 1.672, C3 1.671, H36 1.193, H37 1.169
3 C 4.83709 -1.91335 -0.26584  C2 1.671, C4 1.638, H38 1.194, H39 1.173
4 C 3.65142 -2.85929 -0.88466  C3 1.638, O5 1.470, H40 1.194, H41 1.193
5 O 2.52438 -2.13726 -1.49345  C4 1.470, C6 1.470
6 C 2.44593 -0.73623 -1.05578  O5 1.470, C7 1.672, C14 1.658
7 C 3.10418 0.48661 -1.98703  C6 1.672, C8 1.667, H42 1.190
8 C 3.01408 2.09304 -1.55156  C7 1.667, C9 1.668, H43 1.192
9 C 2.29284 2.60254 -0.13626  C8 1.668, P10 1.928, C13 1.668
10 P 2.18986 4.46566 0.34995  C9 1.928, C11 1.949, O12 1.762
11 C 1.88656 5.45667 -1.30048  P10 1.949, H44 1.179, H45 1.170, H46 1.187
12 O 0.73158 4.80319 1.28040  P10 1.762, H47 1.006
13 C 1.63863 1.38512 0.79783  C9 1.668, C14 1.673, C31 1.674
14 C 1.70968 -0.22193 0.33744  C6 1.658, C13 1.673, C15 1.674
15 C 0.94764 -1.30998 1.35589  C14 1.674, O16 1.337, C17 1.674
16 O 1.46907 -2.49007 1.70690  C15 1.337
17 C -0.52551 -0.74780 1.91893  C15 1.674, C18 1.642, C30 1.673
18 C -1.86484 -1.69587 1.96622  C17 1.642, C19 1.667, H48 1.179
19 C -3.26089 -0.95760 2.50016  C18 1.667, C20 1.669, C28 1.665
20 C -4.70969 -1.78509 2.54841  C19 1.669, C21 1.673, H49 1.191, H50 1.170
21 C -5.71474 -0.92047 1.52849  C20 1.673, C22 1.668, C26 1.659
22 C -6.98057 0.00273 2.10163  C21 1.668, C23 1.670, H51 1.170
23 C -7.94888 0.89249 1.07269  C22 1.670, C24 1.642, H52 1.190
24 C -7.74834 0.90978 -0.55704  C23 1.642, C25 1.666, H53 1.188
25 C -6.48349 -0.00401 -1.14194  C24 1.666, C26 1.669, H54 1.186
26 C -5.50461 -0.88390 -0.11625  C21 1.659, C25 1.669, C27 1.671
27 C -4.26467 -1.69582 -0.88699  C26 1.671, H55 1.179, H56 1.171, H57 1.190
28 C -3.31848 0.62909 3.00288  C19 1.665, C29 1.648, H58 1.188
29 C -1.97460 1.58193 2.95662  C28 1.648, C30 1.662, H59 1.176
30 C -0.58951 0.85452 2.39547  C17 1.673, C29 1.662, C31 1.674
31 C 0.84451 1.70266 2.23642  C13 1.674, C30 1.674, O32 1.345
32 O 1.32987 2.51873 3.18863  C31 1.345
33 H 8.30043 -1.70345 0.63088  C1 1.173
34 H 6.98388 -1.78286 2.09776  C1 1.171
35 H 6.78956 -0.56732 0.64430  C1 1.188
36 H 6.74845 -2.96608 -0.92907  C2 1.193
37 H 6.02124 -3.72606 0.74086  C2 1.169
38 H 5.21421 -1.06748 -1.01885  C3 1.194
39 H 4.44563 -1.47571 0.74910  C3 1.173
40 H 3.27201 -3.54920 0.01274  C4 1.194
41 H 4.11267 -3.61843 -1.68051  C4 1.193
42 H 3.60459 0.12344 -3.00322  C7 1.190
43 H 3.47541 2.90839 -2.28814  C8 1.192
44 H 2.32039 6.54122 -1.13869  C11 1.179
45 H 2.35262 4.89272 -2.21372  C11 1.170
46 H 0.71235 5.59250 -1.41147  C11 1.187
47 H -0.05345 4.28519 0.92346  O12 1.006
48 H -1.80352 -2.82395 1.62948  C18 1.179
49 H -5.07532 -1.71809 3.67996  C20 1.191
50 H -4.54361 -2.88086 2.17398  C20 1.170
51 H -7.18535 0.03923 3.25314  C22 1.170
52 H -8.82153 1.56591 1.52200  C23 1.190
53 H -8.40859 1.55216 -1.30734  C24 1.188
54 H -6.32942 0.02592 -2.31716  C25 1.186
55 H -3.27189 -1.20517 -0.48193  C27 1.179
56 H -4.32034 -2.85730 -0.74803  C27 1.171
57 H -4.28621 -1.45834 -2.05244  C27 1.190
58 H -4.34308 1.08855 3.39220  C28 1.188
59 H -1.93199 2.71719 3.26097  C29 1.176
60 O 2.83896 -0.39571 -4.47472  Cl61 1.450
61 Cl 1.77858 -0.71058 -5.41210  O60 1.450, O62 1.450, O63 1.450, O64 1.450
62 O 1.66193 -2.14978 -5.54457  Cl61 1.450
63 O 2.08737 -0.12981 -6.70436  Cl61 1.450
64 O 0.52552 -0.16708 -4.92503  Cl61 1.450


This record from OMol25 describes one molecule with the formula C27H27F2N5O2. The level of theory is ωB97M-V with the def2-TZVPD basis set.

Structure (SMILES) ... O=C(c1ccc(C(=O)N2CCN(c3ccccc3F)CC2)nc1)N1CCN(c2ccccc2F)CC1
Energy ... -1669.08556 Ha
HOMO-LUMO gap ... 8.06 eV

Bonds (Å) are listed after each position.
Element x y z (Å)
1 O -2.23227 -2.62904 -1.58337  C2 1.217
2 C -2.35338 -1.46795 -1.23813  O1 1.217, N3 1.353, C28 1.496
3 N -3.55563 -0.90297 -0.97960  C2 1.353, C4 1.444, C21 1.449
4 C -3.77222 0.38123 -0.35572  N3 1.444, H5 1.090, C6 1.541, H27 1.097
5 H -2.82514 0.90322 -0.21958  C4 1.090
6 C -4.44993 0.16892 1.01146  C4 1.541, N7 1.443, H25 1.090, H26 1.096
7 N -5.66811 -0.59712 0.90370  C6 1.443, C8 1.387, C19 1.450
8 C -6.88347 0.03771 0.69704  N7 1.387, C9 1.403, C13 1.400
9 C -8.09851 -0.63995 0.88006  C8 1.403, C10 1.378, F18 1.359
10 C -9.32719 -0.03592 0.72644  C9 1.378, C11 1.384, H17 1.079
11 C -9.39837 1.30800 0.40281  C10 1.384, C12 1.382, H16 1.078
12 C -8.22292 2.01830 0.24507  C11 1.382, C13 1.382, H15 1.080
13 C -6.99536 1.39796 0.38417  C8 1.400, C12 1.382, H14 1.078
14 H -6.10649 1.99086 0.23998  C13 1.078
15 H -8.25501 3.06928 -0.00006  C12 1.080
16 H -10.35595 1.78894 0.28525  C11 1.078
17 H -10.21599 -0.62712 0.88160  C10 1.079
18 F -8.10035 -1.94921 1.24565  C9 1.359
19 C -5.39833 -1.88759 0.29947  N7 1.450, H20 1.086, C21 1.534, H24 1.095
20 H -6.30670 -2.47445 0.20105  C19 1.086
21 C -4.75967 -1.70311 -1.08303  N3 1.449, C19 1.534, H22 1.091, H23 1.097
22 H -4.48211 -2.66739 -1.51086  C21 1.091
23 H -5.46503 -1.19335 -1.75016  C21 1.097
24 H -4.70468 -2.43042 0.94971  C19 1.095
25 H -4.64698 1.12425 1.49717  C6 1.090
26 H -3.76447 -0.40156 1.64927  C6 1.096
27 H -4.42178 0.98087 -1.00476  C4 1.097
28 C -1.15758 -0.57669 -1.12593  C2 1.496, C29 1.393, C33 1.392
29 C -0.98529 0.53651 -1.94525  C28 1.393, C30 1.382, H63 1.081
30 C 0.18430 1.26561 -1.84371  C29 1.382, C31 1.394, H62 1.078
31 C 1.16179 0.84406 -0.94412  C30 1.394, N32 1.329, C35 1.500
32 N 1.00403 -0.22497 -0.17067  C31 1.329, C33 1.319
33 C -0.11699 -0.91295 -0.26410  C28 1.392, N32 1.319, H34 1.082
34 H -0.19446 -1.77783 0.38120  C33 1.082
35 C 2.38292 1.69989 -0.78465  C31 1.500, O36 1.223, N37 1.347
36 O 2.25719 2.91653 -0.79742  C35 1.223
37 N 3.58323 1.10224 -0.66138  C35 1.347, C38 1.444, C56 1.447
38 C 3.86694 -0.31272 -0.61737  N37 1.444, H39 1.087, H40 1.096, C41 1.536
39 H 2.96020 -0.89074 -0.77532  C38 1.087
40 H 4.59150 -0.54834 -1.40480  C38 1.096
41 C 4.46448 -0.65338 0.75644  C38 1.536, N42 1.445, H60 1.087, H61 1.096
42 N 5.63252 0.14550 1.05013  C41 1.445, C43 1.383, C54 1.447
43 C 6.92409 -0.29786 0.83160  N42 1.383, C44 1.401, C48 1.404
44 C 7.27989 -1.40409 0.04886  C43 1.401, C45 1.381, F53 1.363
45 C 8.58269 -1.84117 -0.08400  C44 1.381, C46 1.382, H52 1.079
46 C 9.60728 -1.17215 0.55762  C45 1.382, C47 1.385, H51 1.078
47 C 9.29732 -0.07109 1.33877  C46 1.385, C48 1.379, H50 1.080
48 C 7.99094 0.34705 1.47679  C43 1.404, C47 1.379, H49 1.079
49 H 7.77618 1.18540 2.12087  C48 1.079
50 H 10.08033 0.46163 1.85694  C47 1.080
51 H 10.62675 -1.50557 0.44964  C46 1.078
52 H 8.77352 -2.69958 -0.70921  C45 1.079
53 F 6.33953 -2.09947 -0.65115  C44 1.363
54 C 5.32526 1.55750 0.98277  N42 1.447, H55 1.088, C56 1.537, H59 1.095
55 H 6.21640 2.15535 1.16296  C54 1.088
56 C 4.75346 1.91247 -0.39942  N37 1.447, C54 1.537, H57 1.091, H58 1.096
57 H 4.45557 2.96132 -0.43811  C56 1.091
58 H 5.50812 1.71575 -1.16977  C56 1.096
59 H 4.57822 1.79081 1.74931  C54 1.095
60 H 4.70026 -1.71302 0.81895  C41 1.087
61 H 3.71094 -0.42469 1.51913  C41 1.096
62 H 0.35880 2.14689 -2.44002  C30 1.078
63 H -1.75424 0.81940 -2.65021  C29 1.081


HOMO for every record listed, in sequence, given in eV: -11.40, -6.02, -7.76.
LUMO energy for every record listed, in sequence, given in eV: -5.2, 0.5, 0.3.
Strongest force on any atom for every record listed, in sequence, given in hartree/bohr: 0.03092, 0.16515, 0.01220.